(1)
Below is a molecular structure, C18H34BiGeN4OSe at a distorted geometry, with properties calculated with ωB97M-V/def2-TZVPD.

Each line ends with the natural charge from an NBO analysis.
Geometry (Å):
H 12.69320 11.73926 4.61300  0.445
C 8.70895 12.19556 7.62389  -0.179
H 12.63508 14.01547 5.84410  0.281
N 14.83535 12.08904 7.67487  -0.831
C 14.32939 13.30432 7.06672  -0.265
C 12.20711 7.88989 5.87961  -0.447
H 15.15968 13.68778 6.41084  0.226
H 7.58696 13.43093 6.17028  0.253
Se 18.09257 9.85708 5.48885  0.363
H 13.15151 7.72789 5.45598  0.213
H 8.64867 12.91999 8.45843  0.248
H 14.32998 11.77103 8.53644  0.444
H 10.95732 4.98424 6.32565  0.276
C 13.10673 13.05100 6.21631  -0.283
C 8.25851 11.57905 5.30988  -0.188
H 23.85287 11.19678 6.35214  0.273
H 9.86376 5.59374 4.94974  0.277
H 13.97794 12.73656 4.26206  0.447
C 8.86808 7.23126 7.26926  -0.425
C 10.87222 5.72174 5.45613  -0.681
H 18.72698 7.41126 5.83106  0.291
C 8.09064 12.47051 6.37346  -0.184
N 10.48500 9.05602 6.86131  -0.216
H 9.20722 6.77611 8.24714  0.236
C 11.87825 9.11920 6.52648  0.582
C 9.65981 10.18718 6.68255  0.057
H 19.59251 9.64935 7.67894  0.267
C 22.86778 11.66385 6.69547  -1.025
C 9.47345 11.04665 7.77030  -0.222
H 17.19755 7.56853 4.94120  0.243
N 13.47642 12.21332 5.07260  -0.854
C 20.73783 11.79128 4.32636  -1.102
H 19.93149 11.29677 3.70936  0.224
O 12.54142 10.17412 6.60142  -0.821
H 15.78690 12.17947 7.96214  0.431
H 22.61397 9.11059 4.50926  0.258
H 7.83146 11.91592 4.33736  0.253
H 21.64868 11.85973 3.68996  0.268
H 8.39687 6.43304 6.66710  0.251
H 22.78440 11.59783 7.77234  0.238
C 19.53679 10.41222 6.82950  -0.983
H 10.26872 10.91794 8.57542  0.223
C 17.75058 7.95169 5.77186  -0.808
H 20.48699 12.77803 4.66569  0.233
H 14.16471 14.04212 7.87124  0.277
H 8.20886 8.02848 7.54682  0.252
H 22.55914 8.48149 6.23522  0.256
H 9.07711 9.65181 4.66139  0.236
H 21.18279 8.29340 5.12854  0.204
Ge 21.27899 10.71740 5.88577  1.565
C 22.02254 8.96272 5.40280  -1.078
H 17.12137 7.75271 6.67517  0.224
Bi 14.80055 10.30872 5.95400  1.797
C 8.94173 10.34032 5.51024  -0.221
H 22.79337 12.72097 6.37834  0.241
H 12.32308 12.54297 6.83748  0.266
C 11.08019 7.06680 5.98263  0.325
N 10.06555 7.77380 6.53907  -0.138
H 19.23309 11.44367 7.26706  0.252
H 11.76486 5.55441 4.83300  0.255

Cartesian forces, eV/Å:
H -0.138 0.152 0.423
C -0.305 0.611 -0.177
H 0.741 -1.024 0.502
N -0.734 -2.786 0.188
C 0.764 1.764 -0.642
C -1.692 1.416 1.994
H -0.719 -0.108 0.654
H 0.190 -0.677 0.407
Se -0.050 0.607 0.603
H 0.959 -0.747 -0.588
H -0.074 -0.539 -0.645
H 0.124 0.406 -0.999
H -0.289 0.723 -1.172
C -1.639 1.149 0.659
C -0.347 -0.233 0.141
H -1.594 0.522 0.334
H 1.494 0.103 0.452
H -1.000 -0.716 1.903
C 1.334 -1.302 0.571
C 0.037 -1.548 0.869
H -0.821 0.487 0.075
C 0.730 -0.102 0.267
N 3.644 -0.963 -0.151
H -0.158 0.393 -1.096
C -3.450 -3.892 -1.408
C -1.971 0.207 0.553
H -0.344 0.999 -1.212
C -0.353 -0.137 -0.452
C 2.232 0.379 0.251
H -0.138 -0.032 -0.848
N 2.152 -0.514 -2.211
C 0.284 -1.468 -0.827
H 0.786 0.776 0.628
O 2.356 2.582 0.469
H 0.976 0.261 0.217
H 0.424 -0.150 0.001
H 0.367 -0.875 0.753
H -0.650 0.066 0.325
H 0.126 0.721 0.231
H 0.326 0.149 0.275
C -0.849 0.551 1.890
H -1.767 0.144 -0.491
C 0.365 -0.393 1.511
H -0.351 0.546 -0.064
H -0.174 -0.123 -0.527
H -0.429 0.456 -0.396
H 0.027 0.354 -0.462
H -0.188 0.238 0.542
H 0.453 0.089 -0.009
Ge 1.848 -0.175 -1.059
C -1.509 -0.336 0.257
H 0.859 0.190 -0.455
Bi -1.105 1.299 0.592
C 0.192 1.516 -1.323
H 0.276 -0.519 0.268
H 0.605 0.223 -0.811
C -0.966 1.589 0.012
N -0.172 -0.031 0.115
H 0.102 -1.819 -0.698
H -0.797 -0.458 -0.209

Its charge is +3. For the LUMO energy, the calculation gives -12.01 eV. As for the multiplicity: 1. For the orbital gap, the calculation gives 4.141 eV.

***

(2)
Below is 8 unconnected molecules or ions with the total composition C18H34Cl4N2O16S4 at a distorted geometry, with properties calculated with ωB97M-V/def2-TZVPD.

Each line ends with the Mulliken charge.
Geometry (Å):
H 10.01418 11.88596 17.73741  0.260
H 15.09756 11.82494 9.92862  0.088
S 9.39615 18.54759 7.60400  1.062
H 11.97120 17.05898 8.93844  0.154
H 5.78201 10.69070 8.79714  0.274
O 5.97982 12.50952 12.80904  -0.520
H 6.84587 8.32602 7.87662  0.129
H 12.06357 16.57772 6.54630  0.299
C 7.17277 9.91801 10.39142  0.435
O 16.62978 11.10316 14.33436  -0.440
Cl 9.98617 9.14906 12.33546  -0.168
Cl 12.40620 13.19724 8.82814  -0.179
H 16.25022 12.94950 15.39704  0.401
H 11.07299 11.13326 13.21474  -0.283
H 17.28610 13.21296 10.74040  0.358
O 8.20400 17.71397 7.33708  -0.522
S 6.81742 12.18598 11.64184  0.938
H 12.24354 9.82912 12.90936  0.116
C 7.43019 8.58900 6.99486  -0.960
H 12.04031 11.36946 17.02492  0.329
H 17.34603 13.76644 9.08224  0.379
O 10.19061 17.89748 8.88792  -0.318
O 11.52110 15.21808 15.52390  -0.585
C 11.94602 12.43068 16.79469  -0.540
N 14.48758 15.94020 8.32126  -0.450
O 12.00848 12.73046 15.45612  0.067
C 6.62405 11.03812 9.39578  -0.335
H 16.55435 11.41948 8.99772  0.336
O 7.00935 10.50264 11.66944  -0.351
C 10.54025 12.76560 17.36650  -0.273
H 10.63501 13.45274 18.20732  0.294
C 15.00732 15.32136 9.12562  -0.065
C 10.99798 16.82716 8.50576  0.179
O 8.08127 12.89378 11.39630  -0.350
O 15.08875 9.06294 13.81240  -0.516
H 7.55601 9.64448 6.75358  0.328
N 10.02704 10.91004 7.87718  -0.454
S 10.93117 13.93994 15.15478  0.875
C 9.86814 9.72530 7.95512  0.113
C 15.75920 14.60690 10.23504  0.468
C 11.05854 16.71664 6.94470  -0.210
H 14.95820 14.20906 10.85812  -0.449
H 8.59885 6.66988 7.21442  0.334
Cl 11.34894 9.68642 14.98764  -0.200
H 10.40026 13.37370 10.08227  0.358
O 9.88992 13.42128 16.28066  -0.321
S 15.82190 10.14888 13.17974  1.069
C 15.04029 12.63294 13.61776  0.267
O 10.68129 18.05040 6.59888  -0.380
O 9.32061 20.00962 7.70226  -0.516
C 8.76203 7.72804 7.01010  -0.640
O 6.02734 12.04546 10.19232  -0.405
C 15.76661 12.13498 14.85782  -0.305
H 7.35558 11.57588 8.79264  0.263
H 10.70536 7.92500 7.70342  0.337
H 11.29582 11.77350 10.34911  0.230
H 14.05487 13.07020 13.77852  -0.028
C 15.88808 12.22888 9.29616  -0.889
H 8.22338 9.82888 10.11508  -0.352
H 9.44821 7.91866 9.05034  0.311
H 15.37731 12.53420 8.38294  0.353
O 16.78698 9.86396 12.09922  -0.527
C 9.72607 8.25394 8.05110  -0.156
Cl 12.29611 13.44010 11.59398  -0.154
H 10.70107 15.88456 8.96560  -0.056
H 6.75137 8.26071 6.20776  0.440
C 11.34887 12.85430 10.21806  -0.351
H 15.75408 13.22222 13.04212  -0.002
O 10.38445 13.88752 13.77368  -0.337
C 16.66994 13.42782 9.86732  -0.523
H 9.31084 7.76604 6.06910  0.324
O 14.84728 11.44086 12.80580  -0.126
H 10.34983 16.00424 6.52242  0.281
H 6.51508 9.05055 10.33593  0.335
C 11.23961 10.05737 13.26732  0.490
H 15.06326 11.77324 15.60786  0.225
H 16.16741 15.41464 10.84248  0.483
H 12.74775 12.91178 17.35494  0.252

Cartesian forces, eV/Å:
H -0.329 0.086 -0.721
H 0.214 0.103 0.361
S 0.389 -1.194 -0.368
H 0.203 -0.076 -0.369
H 0.340 -0.188 -0.196
O 1.839 -0.639 -3.341
H 0.196 0.707 0.412
H -0.100 -0.095 0.275
C -0.578 2.379 -1.222
O -0.399 -0.929 -0.270
Cl 0.762 0.488 0.661
Cl -0.450 -0.155 -0.583
H 0.925 -0.259 -0.537
H -0.348 -0.217 -0.312
H -0.130 -0.311 0.026
O 2.617 2.135 0.398
S 0.218 -1.142 0.144
H -0.385 -0.136 -0.436
C 0.249 -1.870 -0.887
H 0.476 -0.150 -0.904
H 0.243 -0.030 0.057
O -2.086 1.689 -0.507
O -0.693 -2.114 0.097
C 0.109 -1.262 2.970
N -0.590 0.470 -0.759
O -0.871 0.955 -1.871
C -0.394 -0.106 0.087
H 0.083 0.005 0.233
O 0.389 1.554 1.035
C 1.077 0.891 0.045
H -0.091 0.155 -0.102
C 1.650 -1.260 1.451
C 1.747 -1.647 -0.117
O -2.441 -1.548 0.575
O 0.911 2.029 -1.144
H 0.321 0.002 0.718
N -0.837 -5.247 0.360
S -0.484 1.643 -2.422
C 0.565 4.842 0.202
C -1.714 0.409 -0.360
C -0.444 0.995 1.163
H -0.205 -0.089 0.110
H -0.351 0.087 0.015
Cl -0.470 -0.483 0.195
H 0.181 -0.206 0.342
O -0.368 0.360 -1.054
S 1.522 1.625 0.207
C 0.878 -0.946 -0.341
O -2.142 1.633 -0.205
O 0.368 -3.545 -0.302
C -1.138 1.125 -0.449
O -0.244 1.390 2.488
C -1.074 -0.235 -0.151
H 0.373 -0.719 -0.117
H 0.253 -0.476 0.832
H -0.439 0.269 -0.255
H 0.291 0.072 -0.012
C 0.088 0.229 -0.164
H -0.042 -0.747 0.400
H 0.394 0.241 0.088
H 0.010 0.170 -0.089
O -2.575 0.797 2.614
C 0.566 0.718 -0.622
Cl -0.283 0.192 0.578
H -0.487 0.098 -0.042
H 0.197 -0.330 -0.311
C 1.035 -0.155 -0.321
H -0.404 0.523 0.009
O 1.150 -0.856 4.342
C -0.257 0.468 -0.738
H -0.442 0.136 -0.286
O -0.041 -1.958 -0.228
H 0.031 -0.050 0.115
H 0.554 -0.163 0.100
C 0.512 0.290 -0.167
H -0.113 -0.701 -0.165
H 0.611 -0.142 -0.158
H -0.094 0.416 -0.105

Its energy above the lowest of the compared OMol25 structures with the same formula, charge and spin is 2.6548 eV. The SMILES is O=S1(=O)OCCO1.O=S1(=O)OCCO1.O=S1(=O)OCCO1.O=S1(=O)OCCO1.CCCC#N.CCCC#N.ClCCl.ClCCl. For the LUMO energy, the calculation gives 0.10 eV. As for the multiplicity: 1. For the orbital gap, the calculation gives 10.625 eV.

***

(3)
Below is 6 unconnected molecules or ions with the total composition C18H34Cl6O8S4 at a distorted geometry, with properties calculated with ωB97M-V/def2-TZVPD.

Each line ends with the natural charge from an NBO analysis.
Geometry (Å):
H 1.69507 7.92269 -0.56611  0.243
C -1.71902 -3.24815 3.61492  -0.644
H -2.95111 -1.67083 4.26302  0.219
C 0.19719 0.93654 -1.53409  -0.698
O 2.22525 4.57881 -1.12346  -0.967
H -0.78306 -1.01497 5.10141  0.223
O 3.02510 6.07672 0.65690  -0.940
H -2.48043 -3.24928 0.23862  0.204
H -4.65693 0.63596 -0.88445  0.225
Cl -5.58673 -0.65865 0.89874  0.027
C 2.53388 1.04891 -0.33071  -0.652
Cl 6.14262 -1.17906 -1.04016  0.003
H -0.63021 -2.97558 0.21407  0.259
C 0.30370 -1.58225 3.32160  -0.658
S 0.89023 0.31343 -0.04787  2.180
H 2.62346 2.04058 0.10679  0.257
S 0.13631 -3.28998 3.92552  2.125
H -0.52280 -3.48040 -2.10059  0.226
H -3.48146 -4.20079 -1.91041  0.231
H 2.53119 0.04527 -2.22334  0.220
Cl -2.77020 -0.36575 0.15683  0.004
O 0.42324 -3.37160 5.33089  -0.940
C -2.14413 -1.78367 3.56658  -0.421
Cl 4.73867 -2.56946 -3.25051  0.008
H -1.94225 -3.79026 2.69997  0.234
C -1.52172 -3.53703 -0.22551  -0.421
H -0.61165 1.54873 -1.18861  0.246
H -0.44721 6.11594 -1.79977  0.207
C 1.30117 1.72613 -2.24589  -0.426
H -2.45484 -1.48589 2.58856  0.216
H -1.85799 -2.24313 -1.94129  0.224
H -1.80070 -5.40168 0.86169  0.244
C -1.30343 -5.05033 -0.02709  -0.658
H -0.28667 -5.32526 -0.01484  0.257
H -2.60671 -4.40624 -3.33154  0.248
C -4.47103 -0.31228 -0.43575  -0.253
C 1.34868 7.06943 -1.18834  -0.661
H -1.13285 0.11557 3.72858  0.233
H 1.27926 -1.17267 3.67491  0.254
Cl -4.71035 -1.53991 -1.70325  0.006
S 1.96105 5.67180 -0.23383  2.162
C -0.55109 6.49650 0.27188  -0.404
H 7.05823 -2.27195 -2.97008  0.228
H 0.05436 4.43175 0.40383  0.242
H 1.12689 1.75283 -3.31502  0.223
O 0.81857 -4.24546 3.05382  -0.939
H -1.60386 6.03465 0.32785  0.225
C -2.50694 -4.29263 -2.28486  -0.665
C -0.20264 6.95852 -1.13728  -0.406
O 0.23371 0.82426 1.12335  -0.964
H 0.15678 -1.61575 2.23142  0.256
H 3.28300 0.34182 0.20218  0.259
C 2.57016 1.06958 -1.87485  -0.421
C 6.20237 -1.64737 -2.78350  -0.266
H -2.21125 -3.84150 4.44457  0.246
H 1.76866 7.01189 -2.20429  0.260
S -1.99036 -5.82159 -1.52630  2.146
C 0.45467 5.42049 0.76395  -0.674
C -1.52514 -3.24834 -1.75123  -0.412
H 0.55695 5.42152 1.87083  0.270
H 1.26518 2.80098 -2.03008  0.247
H -0.17235 0.12291 -2.14642  0.254
Cl 6.34083 -0.27321 -3.84968  0.031
O 0.85220 -1.11237 -0.17062  -0.968
H -0.54117 7.90363 -1.50144  0.234
H -0.52994 7.33131 0.92258  0.212
O -3.13328 -6.64470 -1.29507  -0.945
O -0.87495 -6.45048 -2.26335  -0.948
C -0.92362 -0.93789 4.02704  -0.413
H 3.54139 1.53922 -2.14145  0.244

Cartesian forces, eV/Å:
H -0.100 -0.228 -0.807
C 0.096 -1.385 1.051
H -0.598 0.380 0.200
C -0.135 0.898 -0.594
O -0.347 -0.648 -0.357
H -0.058 0.163 0.122
O -0.238 0.096 -0.282
H 0.462 0.114 -0.176
H -0.159 0.618 0.025
Cl 0.238 0.379 -0.255
C 0.878 -2.246 0.918
Cl 0.074 -0.234 -0.980
H -1.459 -0.590 -0.194
C -0.201 0.185 1.125
S 0.219 0.299 0.146
H -0.324 0.052 -0.002
S -0.273 -0.412 -1.915
H 0.083 0.390 -0.405
H -1.470 0.595 0.752
H 0.400 -0.339 -0.210
Cl -0.705 0.353 -0.322
O -0.278 0.293 0.306
C 1.137 -0.429 1.212
Cl 0.417 0.125 0.381
H 0.343 -0.030 -0.143
C 1.486 0.564 0.311
H -0.641 0.388 -0.151
H -0.282 0.551 -0.292
C -1.233 1.417 -1.024
H -0.157 0.104 -0.586
H 0.175 0.387 -0.284
H -0.194 -0.403 0.138
C -1.298 0.732 -0.595
H 1.233 -0.287 0.057
H 0.323 -0.250 -1.182
C 0.518 -1.429 0.449
C -0.176 -0.014 0.817
H 0.619 -0.673 0.269
H -0.699 -0.358 -0.573
Cl 0.079 0.273 0.076
S 0.489 0.867 1.384
C -1.544 -1.030 0.099
H 0.151 -0.210 0.302
H 0.559 0.709 0.609
H -0.035 -0.508 -0.371
O -0.836 0.869 0.510
H 1.483 0.885 -0.128
C 1.333 -0.062 0.279
C 1.980 -1.750 -0.343
O -0.101 0.822 0.435
H 0.429 0.097 0.366
H -1.133 1.128 -1.065
C 1.933 -0.078 1.515
C -0.834 -0.125 0.286
H 0.712 0.775 -0.762
H -0.024 0.243 0.551
S 2.341 -1.062 -1.084
C -1.203 -0.846 -1.078
C -0.712 -1.255 1.051
H 0.488 -0.020 -0.976
H 0.187 -0.384 0.622
H -0.037 -0.251 0.141
Cl 0.130 0.483 0.033
O 0.822 -1.117 -0.122
H -1.005 0.370 0.037
H -0.031 0.854 0.852
O -0.925 -0.282 0.500
O -1.262 1.270 0.890
C -0.250 0.366 -1.186
H -0.861 -0.156 -0.374

The SMILES is O=S1(=O)CCCC1.O=S1(=O)CCCC1.O=S1(=O)CCCC1.O=S1(=O)CCCC1.ClC(Cl)Cl.ClC(Cl)Cl. For the LUMO energy, the calculation gives -0.20 eV. As for the multiplicity: 1. For the orbital gap, the calculation gives 9.747 eV.

***

Q: orbital gap of number 1 (C18H34BiGeN4OSe)?
A: 4.141 eV